{"formula": "C22H51F3N5O9", "method": "ωB97M-V/def2-TZVPD", "symbols": ["O", "N", "O", "C", "N", "C", "C", "O", "C", "F", "F", "F", "H", "H", "H", "H", "H", "H", "C", "O", "C", "C", "N", "C", "C", "O", "C", "H", "H", "H", "H", "H", "H", "H", "H", "H", "H", "H", "H", "H", "H", "H", "C", "O", "C", "C", "N", "C", "C", "O", "C", "H", "H", "H", "H", "H", "H", "H", "H", "H", "H", "H", "H", "H", "H", "H", "C", "O", "C", "C", "N", "C", "C", "O", "C", "H", "H", "H", "H", "H", "H", "H", "H", "H", "H", "H", "H", "H", "H", "H"], "positions_angstrom": [[7.896, -1.304, 1.360], [8.505, -0.289, 1.415], [7.779, 0.813, 0.997], [7.799, 0.991, -0.576], [6.602, 1.092, -1.181], [5.836, -0.108, -1.113], [4.974, -0.267, 0.126], [4.376, -1.579, 0.054], [3.811, 0.723, 0.190], [3.504, 0.960, 1.481], [4.017, 1.872, -0.344], [2.724, 0.236, -0.338], [8.309, 1.928, -0.710], [8.413, 0.154, -0.933], [5.134, -0.105, -1.947], [6.423, -1.033, -1.212], [5.532, -0.235, 1.039], [3.961, -1.742, 0.909], [-0.333, -7.813, -0.069], [-0.330, -6.656, -0.879], [-1.419, -5.772, -0.634], [-0.943, -4.464, -0.043], [-0.460, -4.650, 1.321], [0.196, -3.471, 1.878], [1.490, -2.991, 1.231], [2.592, -3.866, 1.385], [2.720, -4.867, 0.394], [0.472, -8.460, -0.413], [-0.155, -7.569, 0.984], [-1.281, -8.355, -0.155], [-2.171, -6.240, 0.009], [-1.889, -5.567, -1.602], [-1.767, -3.750, -0.032], [-0.157, -4.071, -0.703], [0.192, -5.424, 1.333], [0.411, -3.690, 2.928], [-0.522, -2.645, 1.869], [1.776, -2.067, 1.743], [1.358, -2.725, 0.177], [2.329, -4.539, -0.571], [2.224, -5.795, 0.700], [3.782, -5.083, 0.281], [0.922, 2.600, 0.437], [-0.313, 3.285, 0.240], [-0.729, 4.063, 1.349], [-0.706, 5.538, 1.006], [0.660, 6.023, 0.858], [0.758, 7.373, 0.314], [0.290, 7.597, -1.122], [1.086, 6.954, -2.096], [0.731, 5.613, -2.393], [1.084, 1.958, -0.421], [1.761, 3.298, 0.510], [0.888, 1.982, 1.337], [-0.120, 3.858, 2.234], [-1.761, 3.776, 1.579], [-1.198, 6.102, 1.805], [-1.292, 5.667, 0.084], [1.170, 5.392, 0.253], [1.810, 7.664, 0.365], [0.209, 8.055, 0.973], [0.379, 8.668, -1.327], [-0.769, 7.345, -1.259], [-0.342, 5.441, -2.279], [1.284, 4.906, -1.771], [1.006, 5.421, -3.430], [-7.790, -0.841, -1.016], [-6.685, -0.346, -1.745], [-6.314, 0.986, -1.402], [-4.954, 1.013, -0.740], [-5.006, 0.412, 0.587], [-3.696, 0.208, 1.204], [-2.747, -0.786, 0.546], [-3.184, -2.136, 0.606], [-4.038, -2.537, -0.451], [-8.051, -1.813, -1.431], [-7.550, -0.971, 0.045], [-8.655, -0.177, -1.107], [-7.069, 1.456, -0.765], [-6.262, 1.556, -2.334], [-4.622, 2.051, -0.650], [-4.255, 0.487, -1.403], [-5.473, -0.482, 0.523], [-3.875, -0.133, 2.226], [-3.191, 1.176, 1.278], [-1.810, -0.755, 1.109], [-2.493, -0.510, -0.484], [-3.820, -2.004, -1.380], [-5.091, -2.402, -0.187], [-3.881, -3.605, -0.618]], "mulliken_charge": [-0.26, 0.10, -0.21, -0.65, -0.67, -1.01, 0.26, -0.54, 0.82, -0.36, -0.29, -0.29, 0.29, 0.37, 0.47, 0.45, 0.32, 0.18, -0.73, -0.35, -0.86, 1.04, -0.35, -1.04, -0.08, -0.47, -0.69, 0.25, 0.30, 0.34, 0.42, 0.35, -0.63, 0.17, 0.22, 0.42, 0.19, 0.41, 0.33, 0.28, 0.26, 0.33, -0.95, -0.33, -0.74, -0.26, -0.28, -0.69, -0.48, -0.42, -0.51, 0.32, 0.40, 0.36, 0.42, 0.33, 0.38, 0.18, 0.02, 0.38, 0.40, 0.34, 0.34, 0.28, 0.14, 0.31, -0.73, -0.34, -0.83, -0.16, -0.33, -0.72, -0.15, -0.49, -0.62, 0.24, 0.30, 0.35, 0.41, 0.38, 0.35, 0.19, 0.13, 0.38, 0.20, 0.29, 0.27, 0.28, 0.18, 0.33], "homo_energy_ev": -3.12, "total_energy_ev": -57664.4334, "total_charge": -1, "orbital_gap_ev": 5.160}

***

{"formula": "H6O2S", "method": "ωB97M-V/def2-TZVPD", "symbols": ["O", "H", "H", "O", "H", "H", "S", "H", "H"], "positions_angstrom": [[1.181, -0.139, 1.706], [1.865, 0.515, 1.544], [1.092, -0.711, 0.938], [-1.312, 1.069, 0.518], [-0.769, 0.393, 0.079], [-0.766, 1.301, 1.277], [0.052, -1.069, -1.332], [-1.230, -0.724, -1.976], [-0.111, -0.635, -2.753]], "nbo_charge": [-0.95, 0.48, 0.47, -0.96, 0.46, 0.47, -0.40, 0.21, 0.21], "homo_energy_ev": -10.43, "total_energy_ev": -15025.9890, "e_above_lowest_kj_mol": 155.6, "total_charge": 0, "smiles": "O.O.S", "orbital_gap_ev": 10.517}

***

{"formula": "C3H8NO", "method": "ωB97M-V/def2-TZVPD", "symbols": ["C", "N", "H", "H", "H", "H", "C", "C", "O", "H", "H", "H", "H"], "positions_angstrom": [[2.267, -0.065, 0.424], [1.620, -0.463, -0.605], [3.366, 0.046, 0.481], [1.626, 0.519, 1.068], [0.681, 0.024, -0.765], [2.143, -1.009, -1.286], [-2.184, -0.765, -0.093], [-1.510, 0.202, 0.515], [-0.435, 0.990, -0.064], [-2.638, -1.528, 0.547], [-2.117, -0.811, -1.172], [-1.595, 0.306, 1.609], [-0.914, 1.583, -0.659]], "nbo_charge": [0.14, -0.59, 0.25, 0.23, 0.48, 0.43, -0.42, 0.08, -0.76, 0.25, 0.21, 0.20, 0.52], "homo_energy_ev": -14.14, "total_energy_ev": -6769.3217, "e_above_lowest_kj_mol": 178.3, "total_charge": 1, "orbital_gap_ev": 8.791}

***

{"formula": "C4H14O3", "method": "ωB97M-V/def2-TZVPD", "symbols": ["C", "C", "C", "C", "H", "H", "H", "H", "H", "H", "H", "H", "O", "H", "H", "O", "H", "H", "O", "H", "H"], "positions_angstrom": [[-1.803, -1.187, 0.946], [-0.481, -0.870, 0.851], [0.434, -1.783, 0.020], [1.904, -1.708, 0.617], [-2.580, -0.526, 1.270], [-2.086, -2.194, 0.656], [0.168, -0.132, 1.476], [0.459, -1.472, -1.066], [-0.058, -2.748, 0.056], [2.086, -0.654, 0.857], [2.561, -2.002, -0.126], [2.086, -2.317, 1.480], [-0.505, 1.001, -2.642], [0.284, 1.164, -3.154], [-0.454, 1.769, -2.008], [1.376, 1.924, 0.141], [0.472, 2.345, 0.081], [1.574, 1.675, 1.104], [-1.454, 2.745, -0.305], [-2.245, 3.164, 0.086], [-1.739, 1.806, -0.339]], "nbo_charge": [-0.43, -0.15, -0.45, -0.60, 0.19, 0.19, 0.20, 0.23, 0.20, 0.20, 0.21, 0.20, -0.94, 0.47, 0.47, -0.97, 0.50, 0.47, -0.97, 0.49, 0.49], "homo_energy_ev": -9.22, "total_energy_ev": -10516.0097, "e_above_lowest_kj_mol": 185.2, "total_charge": 0, "smiles": "C=CCC.O.O.O", "orbital_gap_ev": 9.671}

***

{"formula": "C22H27ClFN7", "method": "ωB97M-V/def2-TZVPD", "symbols": ["C", "C", "N", "C", "C", "C", "C", "C", "C", "N", "C", "N", "C", "C", "N", "C", "N", "C", "N", "C", "C", "C", "C", "F", "C", "Cl", "C", "C", "N", "C", "C", "H", "H", "H", "H", "H", "H", "H", "H", "H", "H", "H", "H", "H", "H", "H", "H", "H", "H", "H", "H", "H", "H", "H", "H", "H", "H", "H"], "positions_angstrom": [[-5.503, -0.639, -1.353], [-4.732, -1.944, -1.515], [-3.472, -1.942, -0.787], [-2.493, -2.827, -1.402], [-1.751, -2.128, -2.538], [-3.629, -2.131, 0.646], [-2.817, -1.125, 1.483], [-3.207, 0.314, 1.145], [-2.399, 1.309, 1.980], [-0.985, 1.077, 1.804], [-0.202, 1.914, 1.110], [-0.753, 3.107, 0.755], [-0.014, 3.971, 0.127], [1.337, 3.708, -0.199], [2.128, 4.592, -0.849], [3.345, 4.202, -1.086], [3.913, 3.028, -0.771], [3.173, 2.142, -0.138], [3.623, 0.918, 0.230], [4.857, 0.324, 0.056], [5.922, 0.969, -0.575], [7.131, 0.319, -0.718], [7.291, -0.968, -0.237], [8.478, -1.586, -0.386], [6.240, -1.624, 0.394], [6.442, -3.230, 0.993], [5.027, -0.976, 0.538], [1.807, 2.440, 0.200], [1.051, 1.547, 0.848], [-0.561, -0.257, 2.152], [-1.307, -1.282, 1.298], [-4.879, 0.199, -1.648], [-6.388, -0.658, -1.986], [-5.821, -0.489, -0.326], [-5.371, -2.792, -1.210], [-4.502, -2.073, -2.574], [-2.969, -3.746, -1.784], [-1.767, -3.129, -0.646], [-2.431, -1.851, -3.339], [-0.988, -2.786, -2.945], [-1.275, -1.222, -2.171], [-3.346, -3.151, 0.948], [-4.682, -2.000, 0.907], [-3.056, -1.319, 2.537], [-4.268, 0.473, 1.335], [-3.017, 0.485, 0.086], [-2.617, 2.334, 1.684], [-2.637, 1.181, 3.043], [-0.473, 4.912, -0.145], [3.993, 4.899, -1.602], [2.907, 0.376, 0.704], [5.780, 1.971, -0.944], [7.965, 0.801, -1.203], [4.212, -1.486, 1.028], [0.516, -0.327, 1.998], [-0.783, -0.423, 3.213], [-0.989, -2.288, 1.580], [-1.054, -1.113, 0.251]], "nbo_charge": [-0.61, -0.21, -0.48, -0.21, -0.61, -0.20, -0.22, -0.42, -0.21, -0.40, 0.57, -0.48, 0.14, 0.03, -0.45, 0.26, -0.52, 0.41, -0.58, 0.23, -0.25, -0.25, 0.34, -0.31, -0.08, 0.03, -0.27, 0.18, -0.57, -0.22, -0.41, 0.21, 0.21, 0.20, 0.16, 0.20, 0.17, 0.19, 0.20, 0.21, 0.21, 0.18, 0.20, 0.19, 0.21, 0.22, 0.25, 0.18, 0.21, 0.18, 0.42, 0.26, 0.23, 0.22, 0.23, 0.19, 0.21, 0.21], "homo_energy_ev": -7.85, "total_energy_ev": -48924.1832, "e_above_lowest_kj_mol": 0.0, "total_charge": 0, "smiles": "CCN(CC)CC1CCN(c2ncc3ncnc(Nc4ccc(F)c(Cl)c4)c3n2)CC1", "orbital_gap_ev": 7.597}

***

{"formula": "C6H27NO8", "method": "ωB97M-V/def2-TZVPD", "symbols": ["C", "O", "C", "C", "N", "C", "C", "O", "C", "H", "H", "H", "H", "H", "H", "H", "H", "H", "H", "H", "H", "H", "H", "H", "O", "H", "H", "O", "H", "H", "O", "H", "H", "O", "H", "H", "O", "H", "H", "O", "H", "H"], "positions_angstrom": [[1.125, 0.269, 1.421], [0.020, -0.144, 2.178], [-1.224, -0.144, 1.501], [-1.503, 1.151, 0.770], [-2.906, 1.153, 0.373], [-3.459, 2.432, -0.019], [-4.911, 2.334, -0.452], [-4.929, 1.485, -1.585], [-6.219, 1.237, -2.090], [2.065, -0.085, 1.839], [1.218, 1.355, 1.314], [1.050, -0.087, 0.386], [-1.978, -0.297, 2.271], [-1.241, -0.989, 0.798], [-0.854, 1.244, -0.108], [-1.318, 1.963, 1.475], [-3.195, 0.408, -0.241], [-2.899, 2.966, -0.800], [-3.392, 3.120, 0.830], [-5.215, 3.361, -0.683], [-5.555, 1.964, 0.351], [-6.850, 2.122, -2.237], [-6.808, 0.633, -1.386], [-6.076, 0.737, -3.044], [3.893, -1.920, 0.323], [3.166, -1.570, -0.226], [3.886, -2.894, 0.186], [3.915, -2.186, 3.328], [4.005, -1.890, 2.408], [4.606, -2.846, 3.442], [6.271, -0.132, 0.259], [5.501, -0.664, 0.517], [7.016, -0.738, 0.314], [2.122, 1.883, -1.400], [2.304, 0.938, -1.466], [2.645, 2.277, -2.108], [3.233, -4.556, -0.349], [3.949, -4.990, -0.830], [2.488, -4.561, -0.958], [2.057, -1.308, -1.734], [1.826, -2.202, -2.004], [2.170, -0.826, -2.563]], "nbo_charge": [-0.26, -0.54, -0.05, -0.25, -0.65, -0.22, -0.07, -0.55, -0.25, 0.20, 0.17, 0.15, 0.20, 0.15, 0.18, 0.20, 0.37, 0.16, 0.19, 0.17, 0.17, 0.16, 0.16, 0.19, -1.02, 0.50, 0.50, -0.95, 0.49, 0.46, -0.96, 0.49, 0.46, -0.93, 0.46, 0.47, -0.94, 0.48, 0.48, -0.95, 0.48, 0.49], "homo_energy_ev": -8.29, "total_energy_ev": -24528.6198, "e_above_lowest_kj_mol": 307.4, "total_charge": 0, "smiles": "COCCNCCOC.O.O.O.O.O.O", "orbital_gap_ev": 7.862}